Below is a molecular structure, C3H5ClN2 at a distorted geometry, with properties calculated with ωB97M-V with the def2-TZVPD basis set.

The calculation puts the HOMO energy at -9.17 eV. The value obtained for the maximum force is 5.613 eV/Å. The orbital gap is 9.96 eV. The value obtained for the total energy is -18691.1732 eV. For the energy above the lowest of the compared OMol25 structures with the same formula, charge and spin, the calculation gives 67.8 kcal per mole. Its net charge is 0. As for the molecular weight: 104.540 g mol⁻¹. Its LUMO energy is 0.792 eV.

```
11
C3H5ClN2 | the Open Molecules 2025 dataset | ωB97M-V with the def2-TZVPD basis set
C 0.413 -0.039 1.176
C -0.265 -1.091 0.306
C -0.222 1.303 -0.432
N 0.389 1.118 0.728
N -0.345 -0.520 -1.067
Cl 1.267 -0.765 -1.839
H 0.893 -0.375 2.073
H 0.196 -2.122 0.253
H -1.370 -0.881 0.548
H -1.350 1.477 -0.513
H 0.394 1.895 -1.232
```

Results of the Mulliken charge analysis, in e, for atoms 1 through 6: 0.002 -0.378 -0.236 -0.366 -0.384 -0.165

=====

Below is 2 unconnected molecules or ions with the total composition C2H8N2Si2 at a distorted geometry, with properties calculated with ωB97M-V with the def2-TZVPD basis set.

The calculation puts the HOMO energy (alpha / beta) at -4.43 / -9.38 eV. The value obtained for the maximum force is 6.646 eV/Å. As for the multiplicity: 3. The orbital gap (alpha / beta) is 4.05 / 7.63 eV. The value obtained for the total energy is -20932.2012 eV. Its net charge is 0. As for the molecular weight: 116.272 g mol⁻¹. Its LUMO energy (alpha / beta) is -0.380 / -1.751 eV.

```
14
C2H8N2Si2 | the Open Molecules 2025 dataset | ωB97M-V with the def2-TZVPD basis set
C 2.134 1.228 -0.254
C 2.409 0.248 0.634
N -1.889 -0.915 0.414
N 1.656 -0.897 0.745
Si -2.706 0.406 0.129
Si 0.606 -1.529 -0.307
H 2.653 2.228 -0.334
H 1.313 1.265 -0.971
H 3.188 0.417 1.231
H -1.876 -1.448 1.258
H -4.088 0.619 0.794
H -2.339 1.581 -0.889
H -0.133 -2.843 0.208
H 0.564 -1.203 -1.814
```

Results of the Mulliken charge analysis, in e, for atoms 1 through 6: -0.717 0.123 -0.469 -0.255 0.292 0.048

=====

Below is a molecular structure, C19H30Cl2MnO5SSi at a distorted geometry, with properties calculated with ωB97M-V with the def2-TZVPD basis set.

The calculation puts the HOMO energy (alpha / beta) at -13.59 / -13.62 eV. The value obtained for the maximum force is 2.292 eV/Å. As for the multiplicity: 4. The orbital gap (alpha / beta) is 6.76 / 6.69 eV. The value obtained for the total energy is -105492.0570 eV. Its net charge is +2. As for the molecular weight: 524.441 g mol⁻¹. Its LUMO energy (alpha / beta) is -6.832 / -6.933 eV.

```
59
C19H30Cl2MnO5SSi | the Open Molecules 2025 dataset | ωB97M-V with the def2-TZVPD basis set
Mn -0.350 0.106 -0.389
C 3.482 1.958 -0.030
C 2.335 1.097 -0.519
C 2.385 -0.313 0.061
C 2.232 1.068 -2.038
O 1.051 1.669 0.003
Si 0.473 3.179 0.045
S -3.520 2.830 0.846
O 0.300 3.821 -1.357
C -0.239 5.075 -1.969
C -0.240 4.802 -3.462
C -1.640 5.281 -1.423
C 0.707 6.206 -1.613
O 0.289 3.939 1.383
C 0.435 3.817 2.867
C -0.793 4.481 3.460
C 1.699 4.582 3.211
C 0.533 2.347 3.233
H 4.425 1.574 -0.413
H 3.534 1.955 1.060
H 3.370 2.990 -0.377
H 3.354 -0.764 -0.147
H 1.627 -0.984 -0.396
H 2.258 -0.293 1.144
H 3.075 0.529 -2.465
H 2.228 2.079 -2.444
H 1.306 0.566 -2.354
H -0.836 3.921 -3.698
H 0.776 4.663 -3.828
H -0.671 5.654 -3.987
H -2.253 4.398 -1.608
H -2.100 6.131 -1.924
H -1.613 5.488 -0.351
H 1.710 5.990 -1.981
H 0.745 6.362 -0.533
H 0.365 7.123 -2.089
H -0.905 5.486 3.055
H -0.683 4.555 4.541
H -1.689 3.909 3.246
H 1.603 5.628 2.923
H 2.569 4.155 2.708
H 1.873 4.540 4.285
H -0.293 1.783 2.790
H 0.478 2.244 4.315
H 1.484 1.927 2.898
Cl -7.602 0.194 0.569
C -6.036 0.834 0.231
C -6.050 2.239 -0.118
C -5.081 3.130 0.062
Cl -5.259 4.782 -0.361
C -2.867 1.346 0.140
O -1.596 1.448 -0.068
C -3.596 0.155 -0.041
C -2.888 -1.004 -0.423
O -1.626 -1.081 -0.590
C -5.010 -0.032 0.243
H -6.987 2.600 -0.529
H -3.468 -1.912 -0.584
H -5.283 -1.063 0.436
```

Results of the Mulliken charge analysis, in e, for atoms 1 through 6: 1.216 -1.437 1.001 -1.577 -1.352 1.263